{"formula": "C24H20Cl36N2O", "method": "ωB97M-V/def2-TZVPD", "charge": 0, "largest_force_ev_per_a": 4.57, "e_homo_ha": -0.3181, "homo_lumo_gap_ev": 7.954, "symbols": ["C", "C", "O", "C", "C", "C", "C", "C", "C", "C", "C", "C", "N", "C", "C", "N", "C", "C", "H", "H", "H", "H", "H", "H", "H", "H", "H", "H", "H", "H", "H", "H", "H", "H", "H", "H", "H", "H", "C", "Cl", "Cl", "Cl", "Cl", "C", "Cl", "Cl", "Cl", "Cl", "C", "Cl", "Cl", "Cl", "Cl", "C", "Cl", "Cl", "Cl", "Cl", "C", "Cl", "Cl", "Cl", "Cl", "C", "Cl", "Cl", "Cl", "Cl", "C", "Cl", "Cl", "Cl", "Cl", "C", "Cl", "Cl", "Cl", "Cl", "C", "Cl", "Cl", "Cl", "Cl"], "positions_angstrom": [[4.17489, -1.99687, -2.49767], [5.34771, -0.98982, -2.07274], [5.68102, -0.01673, -3.07368], [4.64868, 0.96808, -3.25910], [4.81363, 2.30267, -2.39139], [3.46348, 2.65395, -1.59593], [2.80328, 4.04681, -2.05553], [1.69733, 3.85349, -3.18545], [0.42823, 3.02255, -2.67584], [-0.35430, 3.34347, -1.39033], [-1.57297, 2.47004, -1.07136], [-1.99974, 1.28352, -1.95889], [-3.13442, 0.55667, -1.53764], [-3.38485, -0.48788, -2.41672], [-2.56361, -0.81630, -3.64899], [-1.46856, -0.07955, -4.07795], [-1.19225, 0.98648, -3.19346], [0.00702, 1.88354, -3.54048], [3.99826, -1.85998, -3.61626], [4.35398, -3.07889, -2.19678], [3.22761, -1.58902, -1.99965], [6.28288, -1.63770, -1.94210], [5.16896, -0.53817, -1.03383], [4.71879, 1.28975, -4.35584], [3.59272, 0.58310, -3.11947], [5.00877, 3.17055, -3.11135], [5.69651, 2.25982, -1.68416], [3.74003, 2.77844, -0.50341], [2.66430, 1.85616, -1.66330], [2.29555, 4.51998, -1.16122], [3.58293, 4.76308, -2.46539], [1.34810, 4.87068, -3.53998], [2.12473, 3.30702, -4.08878], [0.00680, 4.21892, -0.73286], [-2.19521, 2.70017, -0.12781], [-4.25885, -1.16900, -2.17132], [-2.86634, -1.71230, -4.27340], [0.59680, 1.64416, -4.47663], [-2.94242, 3.73543, 2.85253], [-1.88416, 4.06529, 4.23952], [-1.96114, 3.64676, 1.37269], [-3.77901, 2.18947, 3.09691], [-4.13475, 5.03942, 2.69454], [1.84580, 5.14869, 2.81514], [1.31667, 4.72927, 1.17216], [0.70529, 6.30494, 3.53069], [1.89563, 3.67751, 3.80250], [3.46321, 5.87570, 2.74886], [-4.15398, -1.69363, 3.92344], [-3.10399, -1.36432, 5.31571], [-3.17397, -1.76287, 2.44600], [-4.98169, -3.24575, 4.15946], [-5.35841, -0.39750, 3.77227], [2.45430, -4.73864, 0.25319], [4.14037, -4.18048, 0.16331], [1.98043, -4.93299, 1.95176], [1.39338, -3.54638, -0.52307], [2.30333, -6.29667, -0.58272], [-8.00135, 3.23651, 3.70564], [-7.37657, 4.39821, 4.89287], [-9.76616, 3.38559, 3.60288], [-7.28694, 3.57015, 2.11666], [-7.57664, 1.58821, 4.21033], [3.83822, -1.72319, 4.10505], [4.06850, -2.31091, 2.44826], [5.13846, -2.33562, 5.14607], [3.87317, 0.04971, 4.09223], [2.27179, -2.28702, 4.72089], [-0.43037, -8.21251, -2.73345], [-0.18271, -8.77338, -4.39847], [0.87997, -8.82655, -1.70202], [-0.43255, -6.43851, -2.70196], [-1.98652, -8.81583, -2.13118], [-13.24614, 1.62653, 3.65731], [-12.17391, 0.77682, 2.52728], [-13.26238, 3.35926, 3.26932], [-14.89045, 0.97424, 3.51642], [-12.65865, 1.39780, 5.31603], [7.33872, -7.25112, 0.20831], [7.98876, -6.11947, 1.41139], [5.57278, -7.09438, 0.14448], [8.02323, -6.87727, -1.38592], [7.77092, -8.91143, 0.66333]], "forces_ev_per_a": [[-0.652, 1.625, 0.035], [0.882, -1.741, 0.622], [-1.346, 0.003, 0.767], [0.033, 1.228, -0.934], [-0.810, 0.131, -0.298], [0.400, 1.170, 0.345], [-0.420, -0.563, -0.273], [-0.563, -0.350, 0.564], [-1.390, -1.950, -0.715], [-1.830, -2.989, -1.638], [2.393, 0.639, -2.063], [1.247, 1.648, 0.417], [1.802, -1.735, -3.822], [1.048, 0.737, 0.060], [0.624, 1.520, 0.705], [-2.802, -0.109, 3.253], [0.929, 1.189, 0.149], [-0.907, 1.096, 2.643], [0.405, -0.546, 1.383], [-0.186, 1.641, -0.570], [1.075, -0.998, -0.645], [-1.057, 1.093, -0.295], [-0.019, -0.299, -1.471], [-0.040, -0.619, 1.408], [1.268, 0.019, 0.001], [-0.103, -1.205, 0.962], [-1.029, -0.203, -0.853], [-0.450, -0.273, -1.143], [1.021, 0.711, 0.024], [0.742, -0.389, -1.133], [-0.819, -0.840, 0.690], [0.339, -1.091, 0.389], [-0.499, 0.668, 1.149], [-1.056, -1.663, -1.267], [1.002, -1.346, -3.184], [1.199, 1.026, -0.339], [0.436, 1.277, 0.847], [-0.896, 0.274, 1.296], [0.021, 0.157, 0.243], [-0.212, -0.116, -0.132], [-0.336, 1.046, 2.390], [0.238, 0.404, -0.096], [0.234, -0.145, 0.018], [0.002, 0.067, 0.092], [0.269, 0.116, 0.542], [0.231, -0.113, -0.158], [-0.007, 0.152, -0.123], [-0.223, -0.112, -0.011], [0.088, -0.085, -0.038], [-0.151, -0.021, -0.193], [-0.146, 0.048, 0.205], [0.101, 0.222, -0.027], [0.228, -0.481, 0.017], [-0.006, 0.020, 0.067], [-0.344, -0.210, -0.167], [0.019, -0.072, -0.282], [0.126, -0.178, 0.109], [0.134, 0.436, 0.249], [-0.041, 0.090, -0.065], [-0.059, -0.179, -0.159], [0.262, -0.005, 0.033], [-0.154, -0.103, 0.212], [-0.256, 0.356, 0.004], [0.031, 0.083, -0.084], [0.024, 0.281, 0.601], [-0.182, 0.073, -0.154], [-0.032, -0.120, 0.082], [0.198, 0.082, -0.083], [-0.052, 0.049, -0.051], [-0.021, 0.074, 0.244], [-0.268, -0.143, -0.229], [-0.046, -0.263, -0.039], [0.234, 0.075, -0.070], [0.003, -0.072, 0.010], [-0.163, 0.115, 0.153], [0.003, -0.212, 0.047], [0.227, 0.104, 0.019], [-0.073, 0.043, -0.235], [-0.032, -0.051, 0.005], [-0.097, -0.133, -0.158], [0.395, -0.247, -0.012], [-0.098, -0.041, 0.217], [-0.040, 0.222, -0.057]], "lowdin_charge": [-0.113, -0.265, -0.186, -0.219, -0.147, -0.186, -0.207, -0.165, -0.179, -0.027, -0.053, -0.189, 0.083, -0.100, -0.096, 0.076, -0.188, 0.027, 0.090, 0.026, 0.053, 0.122, 0.125, 0.129, 0.107, 0.105, 0.116, 0.101, 0.102, 0.029, 0.111, 0.115, 0.110, 0.018, -0.067, 0.105, 0.105, 0.108, -1.945, 0.515, 0.637, 0.505, 0.521, -2.004, 0.560, 0.515, 0.515, 0.531, -2.018, 0.522, 0.518, 0.524, 0.442, -1.973, 0.479, 0.523, 0.542, 0.475, -2.008, 0.523, 0.500, 0.511, 0.489, -2.020, 0.473, 0.524, 0.510, 0.514, -2.022, 0.522, 0.492, 0.503, 0.521, -2.040, 0.508, 0.502, 0.518, 0.512, -2.029, 0.517, 0.482, 0.518, 0.517]}